No. 1
Below is C4H8ClF in the gas phase in a non-equilibrium geometry, with properties calculated with wB97M-V/def2-TZVPD.

Calculated values
SMILES string: C[C@H](CF)CCl
LUMO energy, eV: 0.921
Gap between HOMO and LUMO, eV: 11.663
ΔE to the lowest compared entry with this formula, charge and spin, kcal per mole: 27.1
M, g/mol: 110.6
Calculated total energy, eV: -19516.8543
HOMO, Eh: -0.3948

Each line ends with the Mulliken charge.
CARTESIAN COORDINATES (ANGSTROEM)
1 C -0.467 -1.439 0.353  -1.305
2 C -0.117 0.100 0.261  0.547
3 C -0.946 1.048 -0.730  -0.340
4 F -1.585 1.806 0.186  -0.294
5 C 1.389 0.279 0.205  -0.943
6 Cl 2.297 -0.458 -1.216  -0.226
7 H -0.834 -1.751 -0.605  0.333
8 H -1.225 -1.655 1.104  0.333
9 H 0.338 -2.027 0.648  0.390
10 H -0.390 0.652 1.271  0.138
11 H -1.618 0.572 -1.483  0.257
12 H -0.310 1.756 -1.191  0.250
13 H 1.607 1.320 0.140  0.455
14 H 1.862 -0.202 1.057  0.406

---

No. 2
Below is C29H22ClIN8O2Tl as an isolated structure in a non-equilibrium geometry, with properties calculated with wB97M-V/def2-TZVPD.

Calculated values
LUMO energy, eV: 1.851
Gap between HOMO and LUMO, eV: 5.737
ΔE to the lowest compared entry with this formula, charge and spin, kcal per mole: 0.0
Total charge: -1
M, g/mol: 881.3
Calculated total energy, eV: -71764.2350
HOMO, Eh: -0.1428

Each line ends with the Mulliken charge.
CARTESIAN COORDINATES (ANGSTROEM)
1 Tl -1.052 -1.050 -0.477  0.851
2 Cl -3.731 4.349 4.364  -0.319
3 C -3.328 3.382 3.023  0.731
4 C -3.334 4.001 1.779  -0.653
5 C -2.885 3.345 0.646  -0.123
6 I -2.844 4.449 -1.095  -0.034
7 C -2.587 1.958 0.639  0.225
8 O -2.254 1.294 -0.376  -0.648
9 C -2.623 1.314 1.979  0.131
10 N -2.309 0.014 2.063  -0.132
11 C -2.311 -0.575 3.242  -0.385
12 C -2.605 0.036 4.470  -0.766
13 C -2.944 1.350 4.412  -0.654
14 C -2.986 2.031 3.169  0.203
15 H -3.637 5.049 1.679  0.330
16 H -2.021 -1.642 3.221  0.361
17 H -2.449 -0.457 5.410  0.394
18 H -3.217 1.918 5.288  0.382
19 O -0.950 -3.029 -2.293  -0.830
20 C -1.638 -4.015 -1.853  0.283
21 C -0.989 -5.227 -1.437  -0.760
22 C -1.669 -6.278 -0.876  -0.369
23 C -3.057 -6.184 -0.722  -0.668
24 C -3.740 -5.025 -1.121  -0.789
25 C -3.065 -3.916 -1.653  0.668
26 C -3.777 -2.663 -1.817  0.414
27 N -3.262 -1.429 -1.756  -0.212
28 C -4.305 -0.543 -1.841  -0.410
29 C -5.490 -1.231 -1.997  -0.696
30 N -5.145 -2.570 -2.015  -0.079
31 H 0.067 -5.236 -1.605  0.412
32 H -1.137 -7.181 -0.582  0.362
33 H -3.578 -7.059 -0.329  0.315
34 H -4.802 -4.985 -1.051  0.294
35 H -4.113 0.529 -1.827  0.528
36 H -6.509 -0.879 -2.120  0.418
37 H -5.733 -3.374 -2.249  0.244
38 C 1.220 2.401 -0.526  -0.648
39 C 1.841 1.461 -1.490  0.211
40 N 1.317 0.294 -1.835  -0.069
41 C 2.069 -0.244 -2.813  -0.788
42 C 3.136 0.581 -3.067  -0.312
43 N 3.055 1.654 -2.187  0.334
44 C 4.025 2.759 -1.930  -0.961
45 N 4.694 2.705 -0.617  0.770
46 N 4.991 3.925 -0.045  -0.573
47 N 5.674 3.749 1.043  -0.562
48 C 5.880 2.396 1.238  0.031
49 C 6.727 1.695 2.150  -0.592
50 C 6.903 0.337 1.941  -0.456
51 C 6.278 -0.355 0.891  -0.509
52 C 5.458 0.301 -0.017  -0.638
53 C 5.271 1.677 0.198  1.090
54 H 0.420 2.926 -1.055  0.132
55 H 1.893 3.170 -0.140  0.357
56 H 0.803 1.799 0.274  0.088
57 H 1.808 -1.229 -3.212  0.507
58 H 3.934 0.587 -3.853  0.307
59 H 3.482 3.718 -1.921  0.465
60 H 4.744 2.752 -2.789  0.261
61 H 7.230 2.271 2.913  0.414
62 H 7.601 -0.191 2.589  0.340
63 H 6.550 -1.394 0.820  0.392
64 H 5.001 -0.215 -0.853  0.391

---

No. 3
Below is a 2-piece molecular cluster, C4H8O2 overall, with properties calculated with wB97M-V/def2-TZVPD.

Calculated values
SMILES string: C=C[C@@]1(O)CO1.[H][H]
LUMO energy, eV: 0.940
Gap between HOMO and LUMO, eV: 10.398
ΔE to the lowest compared entry with this formula, charge and spin, kcal per mole: 96.6
M, g/mol: 88.1
Calculated total energy, eV: -8369.0937
HOMO, Eh: -0.3476

Each line ends with the Mulliken charge.
CARTESIAN COORDINATES (ANGSTROEM)
1 C -0.600 0.942 1.582  -0.641
2 C 0.190 0.840 0.522  -0.386
3 C 0.185 -0.429 -0.231  0.695
4 O -1.010 -1.124 -0.247  -0.446
5 C 1.284 -0.879 -1.072  -0.536
6 O 1.341 -1.067 0.336  -0.425
7 H -1.320 0.155 1.789  0.250
8 H -0.525 1.778 2.259  0.292
9 H 0.958 1.554 0.251  0.303
10 H -0.788 -2.026 0.012  0.340
11 H 1.142 -1.841 -1.554  0.234
12 H 1.993 -0.203 -1.541  0.251
13 H -1.561 1.302 -0.742  0.049
14 H -1.290 0.998 -1.362  0.020